Below is C17H18F2MnN3O4 as an isolated structure, with properties calculated with ωB97M-V/def2-TZVPD.

Computed properties:
Orbital gap (spin up / spin down) (eV): 6.81 / 7.39
DFT total energy (eV): -67340.2676
Strongest force on any atom (eV/A): 0.22
Energy relative to the best compared isomer or geometry (same formula, charge and spin) (kJ/mol): 46.5
Charge: -1
Spin multiplicity: 6

Geometry (Å):
C (3.161, -2.145, -0.559)
C (2.962, 0.484, -0.021)
H (-1.363, 2.446, -3.211)
H (-2.453, 1.605, 3.573)
H (0.093, 2.313, -1.402)
N (-0.736, 1.130, 2.441)
H (-2.586, 0.031, -1.805)
H (1.977, 1.771, 2.378)
H (-0.717, -5.087, -1.970)
C (-2.107, 0.870, 2.845)
H (-0.072, 3.269, 0.933)
O (-0.293, 2.552, 4.218)
H (1.541, 3.429, 2.837)
N (0.804, 2.752, 0.930)
C (0.620, -2.220, -0.680)
H (1.492, 3.341, 0.469)
H (2.832, 1.536, 0.204)
C (-0.048, 2.033, 3.118)
C (-3.059, 0.909, 1.629)
C (-0.553, -1.607, -0.193)
H (-2.226, 2.435, -1.646)
C (4.319, -1.420, -0.361)
H (-3.211, 0.812, -3.263)
O (-2.499, 0.992, 0.468)
C (-1.597, 1.850, -2.321)
N (1.840, -0.203, -0.199)
C (-0.673, -4.134, -1.464)
F (1.606, -4.055, -1.884)
F (-2.979, -4.187, -1.070)
C (0.515, -3.453, -1.318)
C (-1.802, -3.528, -0.943)
H (-2.690, -1.857, 0.023)
O (-0.364, 1.507, -1.662)
H (5.283, -1.913, -0.407)
H (3.220, -3.203, -0.754)
O (-4.267, 0.856, 1.835)
C (-1.761, -2.293, -0.331)
H (5.107, 0.552, 0.058)
H (-1.661, -0.054, -3.322)
C (4.230, -0.061, -0.098)
C (-2.305, 0.575, -2.703)
C (1.913, -1.514, -0.492)
Mn (-0.456, 0.474, 0.471)
H (-2.220, -0.117, 3.307)
C (1.186, 2.524, 2.343)

---

Below is a 2-piece molecular cluster, C17H18F7IN2O2 overall in a non-equilibrium geometry, with properties calculated with ωB97M-V/def2-TZVPD.

Computed properties:
Orbital gap (eV): 6.61
DFT total energy (eV): -52113.4237
Strongest force on any atom (eV/A): 4.85
Spin multiplicity: 1
SMILES string: O=C1NC(=O)c2c(C(F)(F)C(F)(F)C(F)(F)F)ccc(I)c21.CCN(CC)CC

Geometry (Å):
H (-0.971, -0.440, 2.241)
H (-2.713, -0.400, 2.496)
C (0.453, -2.827, 1.914)
H (1.056, -3.560, 1.367)
O (0.562, 3.709, -6.876)
H (-1.285, -6.127, 3.877)
H (-1.922, -0.256, -3.560)
C (1.285, 2.284, 0.305)
F (2.864, 3.792, -1.000)
N (1.400, 4.663, -4.756)
H (-2.892, -2.793, 2.502)
C (-1.318, 0.711, -3.516)
C (-1.133, -4.684, 2.283)
C (-1.881, -2.387, 2.621)
F (0.210, 4.527, -0.256)
H (-0.502, -5.299, 1.631)
H (1.411, -3.433, 3.780)
N (-0.937, -3.274, 1.953)
C (-0.988, 1.266, -2.100)
H (-1.429, -4.466, 4.442)
H (-1.693, -2.327, 3.700)
H (-2.069, -0.997, 0.962)
F (3.386, 1.581, -0.938)
O (1.359, 5.683, -2.594)
H (-2.160, -4.954, 2.009)
F (-1.104, 2.782, 0.370)
C (2.757, 2.629, -0.218)
H (0.528, -1.901, 3.901)
C (-0.907, -5.111, 3.731)
H (2.071, -1.977, 3.058)
C (1.141, -2.524, 3.245)
C (-1.902, -0.977, 2.043)
C (0.637, 3.741, -5.630)
C (-0.811, 1.445, -4.816)
F (1.117, 2.473, 1.720)
F (3.558, 2.866, 0.951)
C (0.090, 3.129, -0.389)
C (1.067, 4.715, -3.311)
H (-1.353, 0.702, -1.183)
H (0.504, -1.924, 1.296)
I (-1.234, 0.676, -6.814)
C (0.285, 3.355, -3.114)
C (-0.182, 2.595, -1.859)
H (2.382, 4.821, -5.012)
F (1.119, 0.857, 0.110)
C (-0.011, 2.767, -4.548)
H (0.153, -5.130, 3.987)

---

Below is C17H18FN3O2S in the gas phase, with properties calculated with ωB97M-V/def2-TZVPD.

Computed properties:
Orbital gap (eV): 8.60
DFT total energy (eV): -40039.6591
Strongest force on any atom (eV/A): 0.70
Energy relative to the best compared isomer or geometry (same formula, charge and spin) (kJ/mol): 104.9
Spin multiplicity: 1
SMILES string: O=C(NCC(=O)N1CCN(c2ccccc2F)CC1)c1cccs1

Geometry (Å):
C (-3.761, -0.260, 3.087)
N (2.534, -0.806, -1.258)
H (-1.565, 1.937, -2.683)
H (-3.659, 0.612, 5.038)
H (-4.169, -1.204, 3.412)
H (2.210, -1.765, -1.321)
C (5.809, -3.757, -0.278)
F (-3.795, -1.141, 0.931)
H (1.694, 0.705, -2.426)
H (-2.316, 3.052, 1.814)
C (-3.471, 0.750, 3.986)
H (-0.921, 2.249, 0.283)
H (6.350, -0.528, 0.277)
O (0.111, -1.751, -1.433)
H (6.053, -4.801, -0.297)
C (-2.936, 1.934, 3.508)
C (1.511, 0.181, -1.478)
N (-2.748, 1.340, -0.118)
C (6.581, -2.716, 0.133)
H (1.543, 0.915, -0.665)
H (-2.018, 3.228, -0.720)
C (-2.981, 1.103, 1.218)
H (-2.705, 2.738, 4.190)
C (0.167, -0.539, -1.534)
C (-2.703, 2.107, 2.159)
C (-0.988, 1.656, -1.795)
S (4.263, -3.249, -0.820)
C (-3.512, -0.083, 1.742)
C (4.655, -1.591, -0.491)
H (-4.171, 0.007, -0.870)
H (-2.493, -0.769, -2.734)
H (0.007, 2.085, -1.894)
H (-3.598, 1.234, -1.991)
C (5.923, -1.478, 0.011)
O (4.047, 0.684, -0.504)
C (-1.660, 2.207, -0.522)
C (-2.233, -0.434, -1.724)
H (-2.161, -1.315, -1.081)
C (3.734, -0.472, -0.735)
H (7.583, -2.829, 0.507)
C (-3.286, 0.548, -1.194)
N (-0.930, 0.217, -1.730)

---

Below is C17H18FNOS in the gas phase, with properties calculated with ωB97M-V/def2-TZVPD.

Computed properties:
Orbital gap (eV): 8.89
DFT total energy (eV): -35012.3978
Strongest force on any atom (eV/A): 0.53
Energy relative to the best compared isomer or geometry (same formula, charge and spin) (kJ/mol): 16.8
Spin multiplicity: 1
SMILES string: Cc1ccc(S[C@H](C)C(=O)NCc2ccc(F)cc2)cc1

Geometry (Å):
C (-5.404, -0.642, -0.284)
H (-1.640, 1.925, -0.421)
H (3.344, 1.198, -1.905)
H (1.451, -0.026, -0.988)
C (-3.418, 0.722, -0.254)
H (1.498, -3.753, 0.272)
N (-1.124, -0.039, 0.037)
O (-0.741, -1.362, -1.752)
C (4.532, 0.679, 1.205)
C (3.472, -0.031, 1.730)
C (1.110, -2.986, -0.395)
C (-4.092, -0.424, -0.660)
H (-0.576, -2.644, 0.897)
C (3.387, 0.856, -0.881)
F (-7.315, 0.102, 0.875)
H (1.946, -2.434, -0.819)
S (1.030, -1.182, 1.726)
C (0.176, -2.055, 0.358)
C (-0.597, -1.118, -0.572)
C (2.311, 0.158, -0.363)
H (6.465, 1.171, -0.962)
C (-6.033, 0.304, 0.505)
H (-3.580, -1.146, -1.279)
H (-5.940, -1.525, -0.594)
H (5.395, 0.882, 1.823)
H (5.388, 2.429, -1.571)
H (0.564, -3.457, -1.209)
H (-0.987, 0.073, 1.032)
C (2.356, -0.297, 0.945)
C (4.509, 1.130, -0.111)
H (6.091, 2.563, 0.049)
C (-5.388, 1.452, 0.925)
C (-1.976, 0.909, -0.649)
H (-5.911, 2.168, 1.539)
H (3.496, -0.383, 2.750)
H (-3.556, 2.544, 0.864)
C (5.678, 1.872, -0.683)
C (-4.073, 1.652, 0.542)
H (-1.850, 0.716, -1.719)

---

Below is C17H18N2O2S in the gas phase in a non-equilibrium geometry, with properties calculated with ωB97M-V/def2-TZVPD.

Computed properties:
Orbital gap (eV): 8.13
DFT total energy (eV): -35820.0038
Strongest force on any atom (eV/A): 12.92
Energy relative to the best compared isomer or geometry (same formula, charge and spin) (kJ/mol): 1273.0
Spin multiplicity: 1
SMILES string: Cc1ccc(SCC(=O)NNC(=O)c2ccccc2)cc1C

Geometry (Å):
H (-1.779, -2.626, -1.837)
H (2.531, 2.607, 6.148)
H (2.928, 1.458, 0.780)
H (-0.142, -1.313, 2.074)
C (2.574, 1.431, 1.804)
C (-1.758, -0.842, -2.718)
C (-4.204, -0.401, -5.401)
C (2.474, 1.968, 3.945)
C (2.734, 2.467, 2.841)
H (-4.946, -1.731, -6.702)
H (4.325, 3.670, 2.933)
C (2.692, 3.033, 5.137)
H (2.008, 0.471, 5.328)
H (-3.579, -3.787, -5.767)
N (-0.779, -1.320, -0.706)
H (3.604, 3.661, 1.243)
C (2.208, 0.207, 1.953)
O (-1.058, -3.478, 0.252)
C (-2.519, -1.058, -3.805)
C (-4.366, -1.595, -5.807)
H (2.638, 4.453, 2.563)
H (1.461, -1.400, 3.798)
C (2.014, 0.610, 4.297)
N (-1.547, -1.634, -1.716)
H (0.745, -2.817, 1.894)
H (-0.304, -0.600, -0.655)
C (0.363, -2.125, 1.433)
C (1.848, -0.217, 3.377)
H (-4.807, 0.533, -5.936)
C (-3.321, -2.815, -5.454)
S (1.942, -0.967, 0.671)
C (3.462, 3.602, 2.278)
H (1.969, 3.947, 5.095)
H (-2.134, -2.986, -3.942)
C (-3.402, -0.066, -4.188)
O (-1.370, 0.396, -2.351)
C (-0.374, -2.453, 0.175)
H (-3.209, 0.848, -4.000)
C (-2.748, -2.402, -4.359)
H (3.827, 3.271, 5.327)

---

Below is C17H18N2O3S in the gas phase in a non-equilibrium geometry, with properties calculated with ωB97M-V/def2-TZVPD.

Computed properties:
Orbital gap (eV): 9.26
DFT total energy (eV): -37879.8759
Strongest force on any atom (eV/A): 1.12
Energy relative to the best compared isomer or geometry (same formula, charge and spin) (kJ/mol): 43.7
Spin multiplicity: 1
SMILES string: Cc1cccc(N(C)S(=O)(=O)c2ccc3c(c2)CCC(=O)N3)c1

Geometry (Å):
H (-3.230, -2.299, -1.882)
H (-3.630, 0.454, 1.592)
C (-2.925, 1.008, 0.997)
H (1.814, 0.865, 2.220)
C (-2.735, -1.332, -1.839)
C (-1.478, 1.123, -0.919)
C (2.273, 0.532, 1.289)
C (0.168, -2.747, -0.507)
H (0.489, 3.846, -0.806)
C (-1.074, 2.401, -0.556)
N (-2.798, -0.894, -0.464)
O (-2.584, -1.659, 1.953)
S (-2.244, -2.061, 0.624)
C (0.180, -0.867, 1.002)
H (-2.928, 2.732, 2.253)
N (3.511, -1.228, -0.469)
H (0.582, 2.469, -1.917)
C (-0.094, 3.152, -1.407)
H (3.786, -0.631, 2.297)
C (-2.519, 2.277, 1.363)
H (4.328, 0.988, 1.845)
O (-2.703, -3.332, 0.153)
C (4.356, -0.448, 0.274)
C (3.729, 0.138, 1.520)
H (-0.625, 3.728, -2.164)
C (-0.477, -1.921, 0.393)
O (5.510, -0.297, -0.050)
H (-1.289, 3.964, 0.889)
H (-3.268, -0.617, -2.465)
H (2.228, 1.366, 0.580)
C (1.505, -2.530, -0.787)
H (-1.708, -1.447, -2.207)
H (-0.360, -0.246, 1.699)
H (-1.062, 0.678, -1.810)
H (-0.381, -3.557, -0.959)
C (2.178, -1.472, -0.180)
C (1.511, -0.626, 0.717)
H (3.930, -1.729, -1.242)
C (-2.396, 0.417, -0.147)
C (-1.599, 2.972, 0.596)
H (2.031, -3.172, -1.478)

---

Please write out number 2 again, unchanged.
Below is a 2-piece molecular cluster, C17H18F7IN2O2 overall in a non-equilibrium geometry, with properties calculated with ωB97M-V/def2-TZVPD.

Computed properties:
Orbital gap (eV): 6.61
DFT total energy (eV): -52113.4237
Strongest force on any atom (eV/A): 4.85
Spin multiplicity: 1
SMILES string: O=C1NC(=O)c2c(C(F)(F)C(F)(F)C(F)(F)F)ccc(I)c21.CCN(CC)CC

Geometry (Å):
H (-0.971, -0.440, 2.241)
H (-2.713, -0.400, 2.496)
C (0.453, -2.827, 1.914)
H (1.056, -3.560, 1.367)
O (0.562, 3.709, -6.876)
H (-1.285, -6.127, 3.877)
H (-1.922, -0.256, -3.560)
C (1.285, 2.284, 0.305)
F (2.864, 3.792, -1.000)
N (1.400, 4.663, -4.756)
H (-2.892, -2.793, 2.502)
C (-1.318, 0.711, -3.516)
C (-1.133, -4.684, 2.283)
C (-1.881, -2.387, 2.621)
F (0.210, 4.527, -0.256)
H (-0.502, -5.299, 1.631)
H (1.411, -3.433, 3.780)
N (-0.937, -3.274, 1.953)
C (-0.988, 1.266, -2.100)
H (-1.429, -4.466, 4.442)
H (-1.693, -2.327, 3.700)
H (-2.069, -0.997, 0.962)
F (3.386, 1.581, -0.938)
O (1.359, 5.683, -2.594)
H (-2.160, -4.954, 2.009)
F (-1.104, 2.782, 0.370)
C (2.757, 2.629, -0.218)
H (0.528, -1.901, 3.901)
C (-0.907, -5.111, 3.731)
H (2.071, -1.977, 3.058)
C (1.141, -2.524, 3.245)
C (-1.902, -0.977, 2.043)
C (0.637, 3.741, -5.630)
C (-0.811, 1.445, -4.816)
F (1.117, 2.473, 1.720)
F (3.558, 2.866, 0.951)
C (0.090, 3.129, -0.389)
C (1.067, 4.715, -3.311)
H (-1.353, 0.702, -1.183)
H (0.504, -1.924, 1.296)
I (-1.234, 0.676, -6.814)
C (0.285, 3.355, -3.114)
C (-0.182, 2.595, -1.859)
H (2.382, 4.821, -5.012)
F (1.119, 0.857, 0.110)
C (-0.011, 2.767, -4.548)
H (0.153, -5.130, 3.987)

---

Question: The lowest strongest force on any atom belongs to which entry?
Answer: C17H18F2MnN3O4

---

Question: Look up the spin multiplicity of the second one.
Answer: 1